(1)
9
Properties=species:S:1:pos:R:3 method="wB97M-V/def2-TZVPD" e_homo_ev=-9.06 de_lowest_kcal_mol=82.9 homo_lumo_gap_ha=0.296 smiles="FP1(F)=NS1.FP(F)F" lumo_energy_ha=-0.0365
F 0.1958 -1.5102 0.6917
P 1.1582 -0.1798 0.5605
F 0.1799 0.8857 1.2063
N 2.4360 0.0250 -0.3046
S 2.8863 -0.4471 1.4857
F -0.5288 -0.0890 -1.2153
P -1.8169 -0.0360 -0.3592
F -1.7271 1.5469 -0.3380
F -2.7835 -0.1954 -1.7271



(2)
59
Properties=species:S:1:pos:R:3 method="wB97M-V/def2-TZVPD" e_homo_ev=-7.25 de_lowest_kcal_mol=0.0 homo_lumo_gap_ha=0.288 lumo_energy_ha=0.0218
Tl 0.7086 -1.4662 -0.3013
N 3.4667 0.6725 2.4804
C 2.2924 0.3018 3.1164
C 2.2503 0.4488 4.5148
C 1.1050 0.0828 5.1797
C 0.0248 -0.4148 4.4556
C 0.1630 -0.5199 3.0875
N 1.2728 -0.1741 2.4239
C 3.8393 0.7550 1.1437
C 5.1846 1.0696 0.8900
C 5.5939 1.2243 -0.4132
C 4.6701 1.0603 -1.4397
C 3.3733 0.7340 -1.0978
N 2.9562 0.5791 0.1702
H 4.2036 0.9295 3.1139
H 3.1042 0.8465 5.0492
H 1.0487 0.1861 6.2559
H -0.8949 -0.7114 4.9392
H -0.6468 -0.8938 2.4677
H 5.8816 1.1880 1.7107
H 6.6264 1.4687 -0.6290
H 4.9470 1.1731 -2.4779
H 2.5985 0.5676 -1.8447
N -3.3999 -0.0823 0.1804
C -3.2688 -1.4592 0.2816
C -4.2936 -2.2483 -0.2658
C -4.2129 -3.6143 -0.1389
C -3.1183 -4.1734 0.5173
C -2.1644 -3.3109 1.0125
N -2.2281 -1.9795 0.9119
C -2.4620 0.9440 0.2850
C -2.9661 2.2529 0.3139
C -2.0769 3.3010 0.3626
C -0.7130 3.0294 0.3857
C -0.3157 1.7098 0.3483
N -1.1656 0.6743 0.2981
H -4.3068 0.2247 -0.1258
H -5.1178 -1.7836 -0.7919
H -4.9878 -4.2442 -0.5563
H -3.0097 -5.2421 0.6317
H -1.2855 -3.6931 1.5219
H -4.0349 2.4249 0.3015
H -2.4409 4.3203 0.3822
H 0.0225 3.8203 0.4177
H 0.7362 1.4495 0.3448
C -1.4136 -1.0505 -2.9353
C -0.2024 -0.1510 -3.2209
C 0.3898 -0.5354 -4.5830
C -0.6738 1.3089 -3.2751
O 0.7759 -0.3003 -2.2430
H -2.1931 -0.9531 -3.6966
H -1.8442 -0.7786 -1.9702
H -1.1014 -2.0986 -2.8980
H -0.3382 -0.4329 -5.3931
H 0.7377 -1.5697 -4.5505
H 1.2483 0.1029 -4.8012
H -1.3967 1.4784 -4.0786
H 0.1882 1.9589 -3.4407
H -1.1357 1.5941 -2.3274



(3)
81
Properties=species:S:1:pos:R:3 method="wB97M-V/def2-TZVPD" e_homo_ev=-2.46 de_lowest_kcal_mol=10.7 charge=-2 homo_lumo_gap_ha=0.231 lumo_energy_ha=0.1409
Bi -0.1282 -0.4486 -0.8728
C -0.8019 2.9894 0.5109
Si 0.2781 3.1246 -1.0038
C 1.6674 4.3074 -0.5947
C -0.7652 3.9227 -2.3271
N 0.9406 1.5858 -1.3839
C 2.0881 1.4930 -2.1772
C 2.2454 2.1199 -3.4227
C 3.4125 1.9988 -4.1666
C 4.4712 1.2313 -3.6981
C 4.3491 0.5918 -2.4690
C 3.1855 0.7435 -1.7518
F 3.0839 0.1336 -0.5408
H -1.1273 3.9957 0.8001
H -0.2527 2.5519 1.3533
H -1.7032 2.3864 0.3448
H 1.3040 5.3402 -0.5170
H 2.4472 4.2787 -1.3647
H 2.1286 4.0304 0.3604
H -1.2493 4.8226 -1.9277
H -1.5504 3.2387 -2.6695
H -0.1727 4.2169 -3.1993
H 1.4042 2.6772 -3.8199
H 3.4796 2.4839 -5.1330
H 5.3750 1.1156 -4.2841
H 5.1332 -0.0359 -2.0644
N -2.8955 1.0266 -3.0606
C -1.8325 0.3744 -3.6699
N -1.6620 0.3420 -4.9722
N -0.5184 -0.3736 -5.1488
N -0.0424 -0.7382 -4.0134
N -0.8603 -0.2745 -3.0384
C -3.2480 0.8100 -1.7409
N -4.4164 1.1473 -1.2301
N -4.3239 0.7788 0.0714
N -3.1696 0.2564 0.3114
N -2.4466 0.2644 -0.8377
H -3.6468 1.2908 -3.6738
C -2.7307 0.7830 3.7061
N -1.3123 1.0381 3.8845
C -1.0158 2.3322 4.4750
C -0.4215 0.4297 3.0143
N -0.7506 -0.3174 2.0273
N 0.9249 0.6927 3.2854
C 1.4058 0.1357 4.5493
C 1.8338 0.4219 2.1715
H -3.2484 1.0262 4.6360
H -2.9118 -0.2661 3.4820
H -3.1604 1.3784 2.8931
H -1.5856 3.1224 3.9733
H 0.0414 2.5531 4.3736
H -1.2848 2.3391 5.5345
H -1.7453 -0.2806 1.8095
H 0.6513 0.2579 5.3248
H 2.3128 0.6573 4.8611
H 1.6389 -0.9299 4.4442
H 1.4908 0.9316 1.2703
H 1.9414 -0.6464 1.9657
H 2.8172 0.8198 2.4309
Se 0.3809 -6.0770 -0.5776
Sb 0.5204 -5.0652 -2.7798
Se -1.5960 -4.8999 -3.9502
Se 2.5343 -5.5335 -4.0157
Se 1.4851 -2.2824 -2.3414
B 2.7491 -3.3175 1.9605
C 2.3861 -3.0781 0.4368
N 2.0968 -2.8811 -0.6582
H 1.7103 -3.1192 2.5797
H 3.6066 -2.4983 2.2552
H 3.1394 -4.4592 2.0900
C -2.2974 -4.2016 2.0796
N -1.7835 -3.2397 1.1297
C -1.9460 -3.3348 -0.2031
N -2.8044 -4.2770 -0.6957
O -1.3684 -2.5794 -0.9993
H -2.1262 -3.8145 3.0819
H -1.7911 -5.1655 1.9885
H -3.3726 -4.3395 1.9458
H -1.1180 -2.5551 1.4598
H -2.8326 -5.1481 -0.1883
H -2.6440 -4.4116 -1.6892